# C21H43AsN2S6Si3Ti

A molecular structure, C21H43AsN2S6Si3Ti (ωB97M-V/def2-TZVPD, the OMol25 dataset).

Structure (ORCA input):
```
! RIJCOSX wB97M-V def2-TZVPD def2/J DEFGRID3
* xyz 0 1
Ti 2.1312 1.0091 0.2738
C 2.5864 -2.9423 -2.6218
C 2.6774 -3.9760 -1.5049
S 3.1739 -3.3389 0.1179
C 1.5684 -2.9878 0.8744
C 1.7349 -2.4400 2.2774
S 2.1988 -0.6807 2.4072
C 3.9799 -0.7580 2.7988
C 4.8293 -0.3814 1.6031
S 4.3385 1.2700 1.0336
C 2.8604 0.1772 -1.5439
C 1.9602 -0.2224 -2.7038
S 1.1558 -1.8297 -2.4782
H 2.5242 -3.4628 -3.5793
H 3.4894 -2.3318 -2.6330
H 3.4399 -4.7118 -1.7665
H 1.7406 -4.5250 -1.3901
H 1.0017 -3.9199 0.9316
H 1.0191 -2.2812 0.2525
H 2.4842 -2.9993 2.8380
H 0.7956 -2.5353 2.8175
H 4.1867 -1.7595 3.1790
H 4.1312 -0.0424 3.6052
H 4.7388 -1.1197 0.8078
H 5.8777 -0.3265 1.9012
H 3.2820 -0.7245 -1.0657
H 3.7158 0.7560 -1.8917
H 2.5088 -0.2623 -3.6481
H 1.1454 0.4895 -2.8577
S 1.3839 2.8085 1.7486
C 1.2001 4.2264 0.7892
C 0.7255 5.4113 1.4401
N 0.3303 6.3406 1.9897
C 1.4892 4.2023 -0.5325
S 2.0776 2.7402 -1.2674
C 1.3262 5.3458 -1.3753
N 1.1849 6.2406 -2.0842
C -3.7834 -1.6358 -0.2903
Si -1.9803 -1.8304 0.1826
C -1.4313 -3.2593 -0.9016
C -1.8397 -2.3442 1.9923
As -0.7774 0.2423 0.0011
Si -1.9263 1.4067 1.7828
C -1.9936 3.2217 1.3193
C -1.0798 1.0286 3.4147
C -3.7057 0.8785 2.0904
Si -1.9071 1.1756 -1.9167
C -3.6649 1.6803 -1.4952
C -1.9618 -0.1307 -3.2578
C -1.0704 2.6961 -2.5940
H -4.2919 -2.5644 -0.0125
H -3.8877 -1.5200 -1.3704
H -4.2954 -0.8115 0.1973
H -2.0763 -4.1030 -0.6331
H -0.3983 -3.5688 -0.7837
H -1.5925 -3.0447 -1.9586
H -2.7932 -2.2153 2.5075
H -1.1015 -1.7559 2.5373
H -1.5672 -3.3998 2.0703
H -1.2852 3.4882 0.5378
H -1.7723 3.8450 2.1886
H -2.9943 3.4833 0.9699
H -0.0255 0.7762 3.3372
H -1.5987 0.2040 3.9094
H -1.1549 1.9083 4.0592
H -4.3985 1.0833 1.2760
H -4.0265 1.4770 2.9505
H -3.8010 -0.1688 2.3761
H -4.3447 0.8310 -1.4496
H -4.0077 2.3442 -2.2938
H -3.7445 2.2354 -0.5627
H -2.2699 -1.1114 -2.8952
H -0.9950 -0.2525 -3.7476
H -2.6836 0.1866 -4.0162
H -0.9832 3.4976 -1.8591
H -1.7047 3.0629 -3.4073
H -0.0781 2.5051 -2.9979
*
```

The total energy comes out at -7278.4753 Eh. As for the energy relative to the best compared isomer or geometry (same formula, charge and spin): 3.2 kcal/mol. The value obtained for the frontier orbital gap is 7.21 eV.


# C26H37N3O13S2

4 unconnected molecules or ions with the total composition C26H37N3O13S2 at a distorted geometry (ωB97M-V/def2-TZVPD, the OMol25 dataset).

Structure (ORCA input):
```
! RIJCOSX wB97M-V def2-TZVPD def2/J DEFGRID3
* xyz 0 1
C -4.3756 1.1215 -3.1166
C -5.2965 0.2797 -2.2248
C -5.1333 -1.2143 -2.5560
C -5.3570 -2.1151 -1.3092
C -6.0368 -3.4478 -1.6789
C -4.0465 -2.2814 -0.5712
C -3.8315 -1.6938 0.6995
S -5.0963 -0.7363 1.5017
C -2.6001 -1.8259 1.3515
O -2.4033 -1.2113 2.5604
C -1.5347 -2.5220 0.7746
C -0.1891 -2.6068 1.4502
C 0.8996 -1.7620 0.7395
S 0.2911 -0.2338 -0.0615
C 0.6030 -0.5020 -1.7313
N 1.6095 -0.0618 -2.4095
N 1.4926 -0.4390 -3.6940
C 0.4085 -1.1353 -3.7634
O -0.2293 -1.2225 -2.5899
C -1.7524 -3.1266 -0.4569
C -2.9698 -2.9980 -1.1072
C -2.8203 -3.7094 -2.4189
O -3.5526 -3.8132 -3.3506
N -1.5355 -4.3155 -2.4306
C -0.8292 -3.9535 -1.2639
O 0.2804 -4.2977 -1.0086
H -4.6339 2.1736 -3.0241
H -4.4493 0.7973 -4.1499
H -3.3468 1.0141 -2.7794
H -5.0080 0.4566 -1.1940
H -6.3296 0.5604 -2.4078
H -4.1038 -1.3518 -2.8695
H -5.8095 -1.5194 -3.3462
H -6.0305 -1.6090 -0.6339
H -5.8107 -3.7368 -2.6927
H -5.8252 -4.2510 -0.9790
H -7.1128 -3.2810 -1.6507
H -5.9305 -1.6275 2.0584
H -2.5318 -1.8281 3.2889
H 0.1380 -3.6390 1.4986
H -0.2614 -2.1914 2.4453
H 1.6587 -1.4338 1.4386
H 1.3869 -2.3466 -0.0316
H -0.0184 -1.6180 -4.6207
H -0.9806 -4.0520 -3.2372
C 7.5491 1.3889 0.1362
O 7.3232 0.8592 -1.1712
C 6.0516 0.9160 -1.5727
O 5.1344 1.3650 -0.9365
O 5.9808 0.3954 -2.7940
C 4.6655 0.3885 -3.3666
H 8.6125 1.2873 0.3310
H 7.2789 2.4420 0.1767
H 6.9895 0.8266 0.8818
H 4.2858 1.4027 -3.4705
H 3.9829 -0.2051 -2.7718
H 4.7579 -0.0598 -4.3517
C 10.1215 6.9715 0.9565
O 9.3081 7.2068 -0.1943
C 8.9107 6.0990 -0.8186
O 9.1777 4.9717 -0.4938
O 8.1665 6.4524 -1.8636
C 7.6641 5.3502 -2.6253
H 10.3690 7.9489 1.3598
H 9.5748 6.3983 1.7026
H 11.0357 6.4497 0.6808
H 7.0217 4.7207 -2.0124
H 8.4824 4.7622 -3.0357
H 7.0832 5.7800 -3.4356
C -3.5154 0.5381 5.2115
O -3.9495 -0.6063 5.9556
C -5.0435 -0.4035 6.6882
O -5.6612 0.6246 6.7652
O -5.3349 -1.5401 7.3214
C -6.4953 -1.4660 8.1527
H -2.6284 0.2377 4.6639
H -4.2783 0.8475 4.5007
H -3.2673 1.3562 5.8847
H -7.3770 -1.2277 7.5612
H -6.3596 -0.7230 8.9359
H -6.6129 -2.4482 8.6006
*
```

As for the structure (SMILES): CCC[C@@H](C)c1c(S)c(O)c(CCSc2nnco2)c2c1C(=O)NC2=O.COC(=O)OC.COC(=O)OC.COC(=O)OC. The total energy comes out at -2951.7094 Eh. The value obtained for the frontier orbital gap is 8.81 eV.


# C25H51F7N6O8P2

3 unconnected molecules or ions with the total composition C25H51F7N6O8P2 at a distorted geometry (ωB97M-V/def2-TZVPD, the OMol25 dataset).

Structure (ORCA input):
```
! RIJCOSX wB97M-V def2-TZVPD def2/J DEFGRID3
* xyz 0 1
C 4.0843 -2.8552 0.6015
C 3.8349 -2.3287 -0.8086
C 2.8326 -3.2444 -1.5177
O 2.0656 -2.4341 -2.4120
C 1.3575 -3.1622 -3.3816
C -0.1761 -2.8274 -3.3702
C -0.9756 -3.9712 -2.7792
F -0.3392 -4.3883 -1.6467
F -2.2159 -3.5992 -2.3974
C -1.1475 -5.1986 -3.7107
F -2.1616 -4.9399 -4.5609
F -0.0523 -5.4496 -4.4549
C -1.5162 -6.5185 -2.9606
F -2.3395 -6.2976 -1.9350
F -0.4294 -7.1501 -2.5233
F -2.1507 -7.3164 -3.8253
O -0.5513 -2.5143 -4.7099
C -0.0358 -1.2792 -4.9890
O 0.1063 -0.8238 -6.0670
O 0.2951 -0.6884 -3.8156
C -0.3255 -1.4287 -2.7606
C -1.7424 -0.8366 -2.7016
O -2.3543 -1.1331 -1.4523
C -3.3472 -0.2672 -1.1066
C -4.6268 -0.9341 -0.6902
O -3.2069 0.9248 -1.1039
H 3.2039 -2.7039 1.2237
H 4.3334 -3.9139 0.6081
H 4.8909 -2.2938 1.0680
H 3.3862 -1.3394 -0.8034
H 4.7619 -2.3493 -1.3762
H 3.3967 -3.9970 -2.0705
H 2.1566 -3.7019 -0.7932
H 1.7621 -3.0112 -4.3822
H 1.4873 -4.2198 -3.1611
H 0.0548 -1.2525 -1.7636
H -2.3381 -1.1498 -3.5611
H -1.5982 0.2386 -2.7876
H -4.3960 -1.8636 -0.1782
H -5.1153 -0.2661 0.0116
H -5.2767 -1.0895 -1.5458
C -3.5831 8.3020 -2.8770
N -2.4854 7.5280 -3.4388
C -1.3582 8.3983 -3.7665
P -1.9579 6.0663 -2.7113
O -1.5101 6.4914 -1.3475
N -3.2390 4.9576 -2.2618
C -4.6354 5.3353 -2.1993
C -2.9020 4.1110 -1.1199
N -1.7103 5.2961 -4.2248
C -2.7575 5.1619 -5.1985
C -0.8149 4.1454 -4.2018
H -3.8546 9.0904 -3.5822
H -3.3404 8.7644 -1.9118
H -4.4786 7.7011 -2.7542
H -0.7301 7.9292 -4.5283
H -0.7335 8.6102 -2.8898
H -1.7094 9.3460 -4.1727
H -4.9765 5.7750 -3.1382
H -4.8515 6.0366 -1.3787
H -5.2444 4.4395 -2.0538
H -3.0525 4.6246 -0.1611
H -1.8580 3.7980 -1.1674
H -3.5054 3.2053 -1.1359
H -3.4126 4.3074 -4.9758
H -2.3078 5.0008 -6.1824
H -3.3615 6.0626 -5.2716
H -1.3203 3.2402 -3.8320
H 0.0429 4.3417 -3.5548
H -0.4210 3.9396 -5.1990
C 0.8595 -3.7185 6.4213
N 2.2636 -3.4871 6.7308
C 2.9436 -4.7521 7.0051
P 3.2338 -2.4515 5.7694
O 3.2075 -3.0903 4.4158
N 2.4907 -0.9115 5.3671
C 1.0785 -0.6370 5.5423
C 2.9480 -0.3624 4.0959
N 4.0500 -1.8006 7.1287
C 3.3519 -1.1683 8.2142
C 5.3343 -1.1712 6.8450
H 0.4038 -4.2687 7.2471
H 0.7059 -4.2871 5.4954
H 0.3036 -2.7894 6.3499
H 3.8352 -4.5758 7.6125
H 3.2516 -5.2618 6.0837
H 2.2951 -5.4232 7.5663
H 0.7547 -0.8328 6.5654
H 0.4436 -1.2120 4.8514
H 0.8937 0.4265 5.3728
H 2.4262 -0.8022 3.2359
H 4.0159 -0.5400 3.9600
H 2.7958 0.7191 4.0864
H 3.1009 -0.1237 7.9824
H 3.9929 -1.1777 9.1001
H 2.4426 -1.7019 8.4775
H 5.2131 -0.1546 6.4420
H 5.8951 -1.7598 6.1154
H 5.9464 -1.1156 7.7472
*
```

As for the structure (SMILES): CCCOC[C@]1(C(F)(F)C(F)(F)C(F)(F)F)OC(=O)O[C@H]1COC(C)=O.CN(C)P(=O)(N(C)C)N(C)C.CN(C)P(=O)(N(C)C)N(C)C. The total energy comes out at -3295.3512 Eh. The value obtained for the frontier orbital gap is 8.38 eV.


# C4H11NS

2 unconnected molecules or ions with the total composition C4H11NS at a distorted geometry (ωB97M-V/def2-TZVPD, the OMol25 dataset).

Structure (ORCA input):
```
! RIJCOSX wB97M-V def2-TZVPD def2/J DEFGRID3
* xyz 0 1
C 0.3822 -0.2050 -1.2960
C 0.8695 -0.6747 0.1098
C -0.0625 -1.6978 -0.2152
S -1.5407 1.1702 0.7895
C -1.3123 1.7509 2.5010
N 1.3569 -0.5652 -2.3268
H -0.5795 -0.4600 -1.7550
H 0.3110 0.8944 -1.1965
H 1.9144 -0.9612 0.0973
H 0.4184 -0.0234 0.8944
H -1.0962 -1.4420 0.0179
H 0.0201 -2.7015 -0.6217
H -0.4660 2.4360 2.6127
H -1.1806 0.9162 3.1850
H -2.1858 2.3450 2.7630
H 2.2093 -0.0385 -2.3400
H 0.9418 -0.7432 -3.2194
*
```

The total energy comes out at -611.7584 Eh. As for the energy relative to the best compared isomer or geometry (same formula, charge and spin): 115.3 kcal/mol. The value obtained for the frontier orbital gap is 5.36 eV.


# C25H26N3O

A gas-phase ion, C25H26N3O (charge +1) at a distorted geometry (ωB97M-V/def2-TZVPD, the OMol25 dataset).

Structure (ORCA input):
```
! RIJCOSX wB97M-V def2-TZVPD def2/J DEFGRID3
* xyz 1 1
C -4.1421 6.1874 2.1996
C -3.3260 4.9160 2.5588
O -3.5652 4.2555 3.5563
N -2.2875 4.5910 1.6165
C -1.6126 3.3446 1.4871
C -0.8371 3.0549 0.3785
C -0.2942 1.8261 0.0914
N -0.5424 0.7326 0.8950
C -0.0260 -0.5902 0.6213
C 1.5044 -1.1867 0.8920
C 2.0746 -2.4477 0.5580
C 3.3666 -2.8027 1.0280
C 4.0833 -1.9567 1.8788
C 5.5068 -2.2458 2.3213
C 3.4449 -0.7996 2.3171
C 2.1661 -0.4816 1.8664
C -0.2854 -1.0524 -0.8564
C -1.5311 -1.5630 -1.2463
C -2.8101 -1.6179 -0.5189
N -1.5143 -1.9181 -2.5699
C -2.6719 -2.2271 -3.3812
C -0.2188 -1.8302 -3.0597
C 0.2256 -2.1352 -4.3411
C 1.6050 -2.0679 -4.6006
C 2.4641 -1.6979 -3.5465
C 1.9906 -1.3933 -2.2553
C 0.6208 -1.4277 -1.9666
C -0.9999 1.1049 2.1925
C -1.5534 2.3464 2.4534
H -4.6037 6.0905 1.1911
H -4.9496 6.2779 2.9529
H -3.5114 7.1051 2.2231
H -2.2670 5.2983 0.8646
H -0.7030 3.8579 -0.2981
H 0.4145 1.6905 -0.7221
H -0.6490 -1.2813 1.2914
H 1.6510 -3.1914 -0.1178
H 3.9094 -3.7144 0.7393
H 5.8084 -1.5368 3.1119
H 5.6114 -3.2702 2.7148
H 6.2174 -2.1310 1.4834
H 3.9445 -0.1258 3.0148
H 1.6595 0.3863 2.2645
H -2.5882 -1.5795 0.5486
H -3.4831 -0.7756 -0.7472
H -3.3370 -2.5539 -0.7561
H -2.3339 -2.4163 -4.4015
H -3.2105 -3.1189 -3.0408
H -3.3983 -1.4019 -3.4135
H -0.4576 -2.4671 -5.1261
H 2.0269 -2.3063 -5.5891
H 3.5380 -1.6528 -3.7496
H 2.6879 -1.1160 -1.4638
H -0.8409 0.4321 3.0470
H -1.9706 2.5827 3.4086
*
```

As for the structure (SMILES): CC(=O)Nc1cc[n+]([C@H](c2ccc(C)cc2)c2c(C)n(C)c3ccccc23)cc1. The total energy comes out at -1207.5067 Eh. As for the energy relative to the best compared isomer or geometry (same formula, charge and spin): 42.0 kcal/mol. The value obtained for the frontier orbital gap is 6.09 eV.


# C6H11N2

2 unconnected molecules or ions with the total composition C6H11N2 at a distorted geometry (ωB97M-V/def2-TZVPD, the OMol25 dataset).

Structure (ORCA input):
```
! RIJCOSX wB97M-V def2-TZVPD def2/J DEFGRID3
* xyz 1 1
C 1.3452 1.5947 -0.3231
C 0.6195 -1.1070 2.6101
C -0.4778 -1.5003 2.4272
C 0.7415 0.6642 -1.4116
C -0.3649 0.6014 0.7273
C -1.3978 -0.7482 -1.2717
N 0.4210 1.5328 0.7263
N -0.2079 -0.1677 -0.6220
H 1.3893 2.6009 -0.6391
H 1.4875 -0.6012 2.8926
H 2.3313 1.2239 0.0617
H -1.2509 -2.1723 2.2018
H -0.0273 1.2304 -2.0082
H 1.4569 0.1834 -2.0657
H -1.2862 0.4190 1.2881
H -1.8569 -1.6899 -0.6517
H -2.2040 -0.1118 -1.3558
H -1.1345 -1.0524 -2.3300
H 0.4159 -0.8998 -0.2562
*
```

The total energy comes out at -344.3274 Eh. As for the energy relative to the best compared isomer or geometry (same formula, charge and spin): 117.8 kcal/mol. The value obtained for the frontier orbital gap is 11.50 eV.


# C4H12NO2S

2 unconnected molecules or ions with the total composition C4H12NO2S at a distorted geometry (ωB97M-V/def2-TZVPD, the OMol25 dataset).

Structure (ORCA input):
```
! RIJCOSX wB97M-V def2-TZVPD def2/J DEFGRID3
* xyz 1 1
O 0.1178 2.4800 1.1946
C 0.8110 1.5502 0.9043
C 0.0438 0.2509 0.4566
C -0.2763 0.4337 -1.0221
C -1.3531 -0.5374 -1.5587
S -0.5463 -1.6145 -2.7742
N -1.1650 0.1909 1.3567
H 1.8883 1.3726 0.8312
H 0.5994 -0.6546 0.6361
H -0.4911 1.4817 -1.2335
H 0.6667 0.2386 -1.5275
H -2.1739 -0.0208 -2.0329
H -1.7661 -1.1410 -0.7466
H -1.6487 -2.2760 -3.1524
H -1.9250 0.7008 0.9036
H -0.9864 0.6093 2.2687
H -1.4982 -0.7434 1.5816
H 3.4001 -1.0007 0.5856
H 3.4554 -0.5616 2.0248
O 2.8477 -0.7588 1.3042
*
```

The total energy comes out at -762.7525 Eh. As for the energy relative to the best compared isomer or geometry (same formula, charge and spin): 36.7 kcal/mol. The value obtained for the frontier orbital gap is 8.91 eV.


# C44H39Br3CsIN4O2S2Sb

A molecular structure, C44H39Br3CsIN4O2S2Sb at a distorted geometry (ωB97M-V/def2-TZVPD, the OMol25 dataset).

Structure (ORCA input):
```
! RIJCOSX wB97M-V def2-TZVPD def2/J DEFGRID3
* xyz -1 1
Cs -0.2772 -0.0135 0.1660
C -3.7253 1.9705 -0.2479
C -3.6381 1.2111 -1.5277
N -2.7002 0.3682 -1.8297
C -2.8566 -0.1407 -3.0973
C -3.9480 0.3240 -3.7683
S -4.8044 1.4338 -2.7889
C -1.8767 -1.0983 -3.6277
C -1.9345 -1.6709 -4.8633
S -0.5754 -2.6795 -5.0969
C -0.0102 -2.2744 -3.5134
N -0.7847 -1.4566 -2.8728
C 1.2729 -2.8173 -2.9861
H -3.1488 1.4667 0.5298
H -4.7598 2.0566 0.0853
H -3.3278 2.9816 -0.3774
H -4.2785 0.0719 -4.7619
H -2.6844 -1.5428 -5.6254
H 1.7408 -3.4920 -3.7025
H 1.0922 -3.3587 -2.0568
H 1.9471 -1.9854 -2.7609
C -0.5709 -4.0708 0.1269
C -1.6278 -3.7152 1.1349
C -2.4076 -4.7049 1.7659
C -3.3831 -4.3238 2.6421
C -3.5970 -2.9550 2.9079
C -4.6036 -2.4546 3.7683
Br -5.7798 -3.6437 4.6833
C -4.7582 -1.1101 3.9410
C -3.9118 -0.2054 3.2954
Br -4.2335 1.6450 3.5696
C -2.8505 -0.5797 2.4521
O -2.0437 0.2104 1.8787
C -2.7457 -2.0314 2.2511
N -1.7945 -2.4387 1.3838
H -0.5035 -5.1479 -0.0280
H 0.3990 -3.6941 0.4586
H -0.8031 -3.5900 -0.8256
H -2.2346 -5.7508 1.5461
H -4.0039 -5.0608 3.1339
H -5.5412 -0.7304 4.5831
O 5.8932 -2.6174 3.1880
C 4.6962 -2.3969 2.5866
C 4.4123 -2.8366 1.2980
C 3.1670 -2.5531 0.7743
N 2.2174 -1.9007 1.4429
C 2.5236 -1.4852 2.6501
Br 1.1806 -0.4765 3.5402
C 3.7321 -1.6950 3.2927
H 6.4812 -3.0612 2.5678
H 5.1526 -3.3599 0.7055
H 2.9208 -2.8350 -0.2421
H 3.9280 -1.3186 4.2848
I 2.7919 0.4189 -1.4490
C 3.6810 4.1528 -1.5328
C 3.3924 5.2204 -0.5140
C 4.3755 6.1466 -0.1792
C 4.1509 7.1235 0.7812
C 2.9289 7.1807 1.4302
C 1.9374 6.2638 1.1038
C 2.1496 5.2948 0.1291
Sb 0.6484 3.8118 -0.3032
C -0.1659 4.4497 -2.2061
C -1.0959 3.5038 -2.6424
C -1.8073 3.6547 -3.8231
C -1.5738 4.7702 -4.6084
C -0.6310 5.7036 -4.2056
C 0.0868 5.5662 -3.0181
C 1.1148 6.6178 -2.6953
C -0.8014 4.5704 1.1090
C -0.7965 3.8073 2.2758
C -1.5711 4.1447 3.3759
C -2.4040 5.2457 3.3017
C -2.4454 5.9976 2.1359
C -1.6496 5.6862 1.0374
C -1.7153 6.5664 -0.1796
H 4.5856 4.3814 -2.0970
H 2.8626 4.0334 -2.2478
H 3.8100 3.1752 -1.0601
H 5.3358 6.0966 -0.6806
H 4.9331 7.8326 1.0240
H 2.7429 7.9329 2.1872
H 0.9832 6.3123 1.6162
H -1.2686 2.6085 -2.0508
H -2.5250 2.9004 -4.1226
H -2.1133 4.9123 -5.5369
H -0.4408 6.5707 -4.8292
H 0.8948 7.5416 -3.2318
H 2.1133 6.2912 -2.9935
H 1.1659 6.8370 -1.6324
H -0.1699 2.9227 2.3408
H -1.5403 3.5321 4.2656
H -3.0320 5.5152 4.1424
H -3.1058 6.8562 2.0770
H -2.4207 7.3835 -0.0264
H -2.0222 6.0078 -1.0648
H -0.7382 7.0021 -0.3949
*
```

The total energy comes out at -11146.2837 Eh. As for the energy relative to the best compared isomer or geometry (same formula, charge and spin): 13.8 kcal/mol. The value obtained for the frontier orbital gap is 6.42 eV.